This record from OMol25 describes a 8-piece molecular cluster, C32H54O16 overall. The level of theory is ωB97M-V/def2-TZVPD.

Element x y z (Å)
O -14.069 -20.461 -2.643
O -20.950 -27.035 -6.815
O -25.474 -21.986 -5.002
O -16.870 -28.789 -5.393
O -20.224 -25.649 -1.736
O -21.460 -15.392 -5.496
O -16.676 -17.019 -5.892
O -16.088 -26.902 -6.288
O -16.894 -18.354 -7.674
O -26.921 -20.413 -5.633
O -17.889 -22.963 -5.454
O -20.281 -23.939 -3.168
O -19.639 -21.661 -5.083
O -21.220 -24.964 -6.032
O -15.980 -21.042 -1.622
O -21.734 -17.634 -5.536
C -24.700 -19.761 -4.856
C -21.310 -22.695 -1.353
C -19.094 -26.645 -8.256
C -24.148 -22.098 -4.486
C -14.600 -26.129 -4.619
C -18.437 -25.429 -3.286
C -19.291 -15.590 -4.434
C -16.546 -16.082 -8.131
C -18.595 -19.544 -5.063
C -15.030 -21.319 -2.314
C -16.438 -16.846 -9.453
C -19.764 -25.059 -2.689
C -22.184 -16.516 -5.468
C -14.269 -19.108 -2.196
C -25.858 -20.702 -5.176
C -20.122 -27.694 -7.792
C -19.125 -25.603 -7.131
C -19.929 -20.267 -4.892
C -23.597 -20.664 -4.315
C -18.322 -21.884 -5.163
C -14.801 -22.683 -2.885
C -21.518 -23.468 -2.628
C -16.699 -17.162 -7.080
C -15.485 -27.265 -4.069
C -17.054 -18.196 -9.113
C -16.219 -27.801 -5.266
C -20.523 -25.767 -6.574
C -15.298 -25.769 -5.934
C -20.049 -15.464 -5.727
C -17.596 -20.638 -4.692
C -23.633 -16.211 -5.234
C -15.255 -18.389 -3.074
H -22.655 -20.492 -4.828
H -17.497 -20.794 -3.612
H -25.044 -18.932 -4.247
H -19.653 -28.524 -7.266
H -17.630 -24.937 -2.743
H -19.590 -14.826 -3.717
H -24.184 -17.137 -5.135
H -13.294 -18.625 -2.206
H -17.043 -16.363 -10.223
H -13.578 -26.478 -4.768
H -16.269 -18.764 -2.925
H -14.304 -23.282 -2.109
H -18.345 -25.915 -6.438
H -19.509 -16.560 -3.981
H -23.743 -15.684 -4.286
H -18.096 -27.069 -8.355
H -16.474 -19.026 -9.530
H -20.627 -21.863 -1.539
H -15.422 -16.939 -9.824
H -14.573 -25.592 -6.728
H -20.665 -19.972 -5.636
H -16.173 -26.899 -3.310
H -18.509 -18.603 -4.525
H -24.179 -22.681 -3.568
H -20.841 -23.336 -0.609
H -20.721 -28.031 -8.634
H -23.400 -20.430 -3.266
H -15.893 -24.856 -5.841
H -21.988 -22.913 -3.443
H -18.957 -24.569 -7.414
H -18.071 -18.448 -9.411
H -24.496 -19.366 -5.856
H -23.504 -22.626 -5.192
H -15.768 -15.340 -7.985
H -14.642 -19.136 -1.172
H -18.217 -15.553 -4.606
H -18.322 -25.183 -4.341
H -18.332 -26.507 -3.176
H -15.720 -23.223 -3.096
H -15.063 -18.485 -4.145
H -14.865 -27.999 -3.553
H -14.517 -25.362 -3.851
H -19.835 -14.517 -6.230
H -19.785 -16.234 -6.455
H -22.258 -22.310 -0.979
H -16.609 -20.593 -5.144
H -24.029 -15.619 -6.056
H -22.182 -24.336 -2.542
H -20.388 -20.127 -3.910
H -14.134 -22.704 -3.744
H -17.485 -15.516 -8.095
H -15.267 -17.314 -2.885
H -19.358 -26.231 -9.231
H -18.473 -19.267 -6.109

Values from the calculation:
HOMO level: -0.3577 Ha
Energy above the lowest of the compared OMol25 structures with the same formula, charge and spin: 24.6 kcal per mole
2S+1: 1
Largest force on an atom: 0.0384 Eh/bohr
Kohn-Sham gap: 9.91 eV
Structure (SMILES): CCOC(C)=O.CCOC(C)=O.CCOC(C)=O.O=C1CCCO1.O=C1CCCO1.O=C1CCCO1.O=C1CCCO1.O=C1CCCO1

These are the Löwdin partial charges, in e, on atoms 1 to 6: number 1, O, carries 0.00; number 2, O, carries 0.02; number 3, O, carries 0.04; number 4, O, carries 0.13; number 5, O, carries 0.10; number 6, O, carries -0.01